No. 1
DFT (ωB97M-V/def2-TZVPD) results for a structure of composition C21H22N9NiO4.

```
57
Properties=species:S:1:pos:R:3
C -1.80 -3.05 4.30
Ni -0.51 -0.11 0.01
H -2.60 0.13 0.14
N 3.25 -0.07 -1.68
O -5.98 -0.48 1.78
C -0.95 -1.94 2.29
N -0.47 -0.95 3.15
H 0.32 2.06 3.91
H -1.47 -2.50 0.54
H -2.86 -3.93 1.70
H 4.46 -1.59 -0.74
H 7.22 0.02 -3.95
C -4.62 0.73 0.37
H -3.85 3.56 -2.07
H -0.28 -1.26 4.09
N 1.38 -0.47 -0.60
C 2.34 -1.35 -0.16
N -0.31 0.88 1.72
C 6.89 2.32 -5.26
C 4.17 0.54 -2.59
C -3.35 0.85 -0.16
C -5.64 1.59 0.03
H -1.18 -4.36 1.26
H -6.14 3.30 -1.14
N -1.34 -3.07 2.91
C 1.96 0.29 -1.51
H 2.13 -2.10 0.59
C -4.08 2.76 -1.38
C -3.06 1.88 -1.03
O -3.92 -1.07 1.65
H 2.91 2.25 -3.00
H 4.49 3.27 -4.56
H -2.10 -4.06 4.57
C -5.36 2.61 -0.86
N 7.63 2.81 -5.98
H 5.63 -1.03 -2.41
C -1.86 -4.16 2.08
O -0.76 1.20 -1.35
C 3.84 1.75 -3.20
C 5.96 1.71 -4.35
H -0.99 -2.79 5.00
H -2.64 -2.38 4.44
N -4.87 -0.36 1.34
C 6.27 0.50 -3.74
N -0.98 -1.75 1.01
C -0.21 0.38 2.89
C 4.74 2.33 -4.08
H 0.00 0.72 4.92
H -0.16 1.88 1.68
C -1.67 2.09 -1.62
N 0.15 1.08 4.00
O -1.48 3.05 -2.34
H 1.44 1.06 -2.05
C 3.50 -1.12 -0.82
C 5.38 -0.08 -2.86
H -1.91 -5.06 2.69
H -6.63 1.46 0.46
```

**Lowest unoccupied orbital energy (spin up / spin down)**: -2.93 / -2.96 eV
**Net charge**: +1
**HOMO level (spin up / spin down)**: -11.6911 / -11.6898 eV
**E_tot**: -3115.33121 Eh
**HOMO-LUMO gap (spin up / spin down)**: 0.322 / 0.321 hartree
**Expectation value of S²**: 2.005
**Spin multiplicity**: 3

Atom-resolved charges from Mulliken, all expressed in e:
1 C -1.144
2 Ni -0.354
3 H 0.898
4 N 0.345
5 O -0.590
6 C 0.554
7 N 0.009
8 H 0.210
9 H 0.069
10 H 0.394
11 H 0.355
12 H 0.451
13 C -0.658
14 H 0.529
15 H 0.153
16 N -0.184
17 C -1.076
18 N -0.188
19 C 0.027
20 C 1.806
21 C 0.691
22 C -0.598
23 H 0.413
24 H 0.406
25 N 0.080
26 C 0.183
27 H 0.471
28 C -0.546
29 C 0.227
30 O -0.615
31 H 0.361
32 H 0.445
33 H 0.365
34 C -0.577
35 N -0.449
36 H 0.280
37 C -1.163
38 O -0.679
39 C -0.521
40 C 0.385
41 H 0.380
42 H 0.335
43 N 0.960
44 C -1.001
45 N -0.033
46 C 0.614
47 C -1.078
48 H 0.176
49 H 0.159
50 C 0.099
51 N -0.405
52 O -0.643
53 H 0.402
54 C -0.076
55 C -0.483
56 H 0.328
57 H 0.503

No. 2
DFT (ωB97M-V/def2-TZVPD) results for a structure of composition C6H11N at a distorted geometry.

```
18
Properties=species:S:1:pos:R:3
N -1.12 0.55 2.18
C -2.16 -0.88 1.40
C 2.24 0.40 -0.08
H 1.25 -1.43 0.49
H 0.00 1.86 -1.14
H -3.19 -0.60 1.18
C -0.62 0.97 -1.25
C 1.14 -0.64 -0.26
H -0.47 0.54 -2.25
H 3.22 -0.09 -0.13
H 1.25 -1.13 -1.24
H -1.67 1.28 -1.17
H -2.06 -1.81 1.95
H 2.21 1.15 -0.88
C -0.97 0.03 1.08
H 2.16 0.91 0.88
C -0.30 -0.13 -0.24
H -0.91 -0.98 -0.52
```

**Energy relative to the best compared isomer or geometry (same formula, charge and spin)**: 74.8 kcal/mol
**Lowest unoccupied orbital energy**: 0.82 eV
**HOMO level**: -8.8129 eV
**E_tot**: -289.85246 Eh
**HOMO-LUMO gap**: 0.354 hartree
**Spin multiplicity**: 1

Atom-resolved charges from Mulliken, all expressed in e:
1 N -0.637
2 C -0.689
3 C -1.198
4 H 0.357
5 H 0.357
6 H 0.249
7 C -1.438
8 C -0.569
9 H 0.355
10 H 0.373
11 H 0.363
12 H 0.409
13 H 0.252
14 H 0.324
15 C 0.250
16 H 0.304
17 C 0.776
18 H 0.161

No. 3
DFT (ωB97M-V/def2-TZVPD) results for a cluster of 14 separate species, C19H12BCl52O6PS in total at a distorted geometry.

```
92
Properties=species:S:1:pos:R:3
O -1.96 -3.59 -4.63
Cl -3.01 6.11 13.87
C -6.93 -5.45 -5.41
Cl -6.43 -6.05 -6.99
Cl -6.70 1.26 -5.43
H 2.60 -7.99 -2.20
O -0.72 -4.32 -0.85
H 0.15 -5.91 -5.43
Cl -4.52 -4.10 -0.18
Cl 3.47 1.57 3.12
Cl 1.82 7.53 7.09
Cl 2.89 -0.29 -1.54
Cl -6.49 2.08 0.30
Cl 1.06 2.50 -2.77
Cl 2.85 4.76 -2.67
Cl -1.72 6.06 11.29
Cl -2.20 3.60 12.71
Cl 1.39 9.26 9.35
C 1.37 -3.68 -4.71
O 2.15 -4.24 -5.42
Cl 5.08 6.73 -1.00
C -2.31 6.10 6.93
C -0.86 -5.49 -5.50
Cl 0.23 1.83 2.13
Cl 4.09 0.46 -4.72
Cl -3.74 2.95 0.24
H 4.06 -7.64 -3.17
C 1.70 -3.37 -3.27
Cl -6.45 -2.76 -1.85
B 1.57 -4.73 -2.49
H 0.95 -6.99 -0.51
Cl -6.01 0.31 -2.79
Cl -3.98 6.50 6.51
Cl 1.84 -1.20 0.99
C 5.04 1.52 3.93
C -2.83 5.21 12.36
Cl -2.30 4.70 8.02
Cl 0.20 4.98 -1.56
Cl 1.13 10.29 6.67
Cl 2.19 3.35 -0.25
C -5.09 2.49 1.29
Cl -4.41 5.06 11.57
C -6.55 1.71 -3.72
H 2.75 -3.04 -3.24
C 3.27 -1.15 -0.05
C 6.58 5.82 -0.81
H -1.56 -6.06 -4.88
P -0.13 -5.35 -2.00
H 2.40 -7.22 -3.79
H -1.22 -5.54 -6.53
C 3.06 -7.30 -2.91
C -0.95 -4.06 -5.04
O 0.16 -3.25 -5.20
Cl -1.55 7.47 7.74
H -0.82 -7.18 -0.55
Cl -8.12 2.25 -3.11
Cl 7.04 5.12 -2.36
Cl -8.32 -4.38 -5.59
Cl 6.24 2.39 2.96
H -1.64 -4.53 -0.68
Cl -1.41 5.71 5.47
Cl -5.50 3.83 2.36
Cl -1.60 2.81 4.13
Cl 4.31 -1.36 -6.95
Cl 1.23 3.30 4.39
Cl 3.76 -2.81 -0.42
H 1.08 -2.57 -2.86
C 5.12 -0.74 -5.51
Cl -0.29 4.68 2.35
Cl -4.63 1.08 2.26
Cl 7.86 6.89 -0.24
Cl -5.60 -4.56 -4.66
Cl 5.57 -0.14 4.17
Cl -4.61 -1.21 -0.24
Cl 4.57 -0.30 0.78
S 3.20 -5.68 -2.19
O 3.34 -5.77 -0.75
Cl 6.31 4.53 0.37
C -4.81 -2.68 -1.20
H 0.19 -7.75 -1.91
Cl 4.88 2.30 5.51
O 4.28 -5.02 -2.89
Cl 5.45 -2.06 -4.40
Cl -7.37 -6.82 -4.38
C 2.02 9.17 7.70
C 0.07 -6.97 -1.16
Cl -5.37 3.01 -3.55
Cl -3.67 -2.68 -2.55
C 1.58 3.90 -1.82
Cl 3.73 9.60 7.70
C -0.11 3.17 3.25
Cl 6.65 0.03 -5.98
```

**Lowest unoccupied orbital energy**: -1.58 eV
**HOMO level**: -9.1023 eV
**E_tot**: -25876.83699 Eh
**HOMO-LUMO gap**: 0.276 hartree
**Spin multiplicity**: 1

Atom-resolved charges from Mulliken, all expressed in e:
1 O -0.483
2 Cl -0.102
3 C 0.250
4 Cl -0.111
5 Cl -0.115
6 H 0.345
7 O -0.392
8 H 0.254
9 Cl -0.154
10 Cl 0.201
11 Cl -0.028
12 Cl 0.089
13 Cl -0.052
14 Cl -0.069
15 Cl -0.075
16 Cl -0.043
17 Cl -0.101
18 Cl -0.088
19 C 0.387
20 O -0.444
21 Cl -0.081
22 C 0.204
23 C -0.771
24 Cl -0.010
25 Cl -0.060
26 Cl -0.029
27 H 0.420
28 C 0.353
29 Cl -0.068
30 B -0.488
31 H 0.306
32 Cl 0.113
33 Cl -0.107
34 Cl -0.101
35 C 0.168
36 C 0.330
37 Cl -0.090
38 Cl -0.110
39 Cl -0.088
40 Cl 0.071
41 C 0.250
42 Cl -0.094
43 C 0.192
44 H -0.175
45 C 0.155
46 C 0.273
47 H 0.292
48 P 0.777
49 H 0.240
50 H 0.325
51 C -1.014
52 C 0.417
53 O -0.289
54 Cl -0.042
55 H 0.438
56 Cl -0.100
57 Cl -0.088
58 Cl -0.106
59 Cl -0.074
60 H 0.139
61 Cl 0.025
62 Cl -0.091
63 Cl -0.021
64 Cl -0.090
65 Cl -0.067
66 Cl -0.101
67 H 0.448
68 C 0.259
69 Cl -0.016
70 Cl -0.106
71 Cl -0.110
72 Cl 0.066
73 Cl -0.076
74 Cl 0.110
75 Cl -0.065
76 S 1.150
77 O -0.652
78 Cl -0.004
79 C 0.062
80 H 0.301
81 Cl -0.119
82 O -0.656
83 Cl -0.033
84 Cl -0.108
85 C 0.301
86 C -1.225
87 Cl -0.074
88 Cl 0.105
89 C 0.192
90 Cl -0.110
91 C 0.068
92 Cl -0.113